(1)
{
  "formula": "C40H37AsBrF3IrN2OSb",
  "method": "ωB97M-V/def2-TZVPD",
  "elements": ["Ir", "Br", "C", "C", "C", "C", "O", "C", "C", "N", "C", "C", "C", "C", "C", "C", "C", "C", "N", "C", "C", "H", "H", "H", "H", "H", "H", "H", "H", "H", "H", "F", "C", "C", "C", "C", "C", "C", "Sb", "C", "C", "C", "C", "F", "C", "C", "C", "C", "C", "C", "F", "C", "C", "H", "H", "H", "H", "H", "H", "H", "H", "H", "H", "H", "H", "C", "C", "As", "C", "C", "C", "C", "H", "H", "H", "H", "H", "H", "H", "H", "H", "H", "H", "H", "H", "H", "H"],
  "positions_angstrom": [[-0.0194, 1.2720, 1.1875], [-5.0931, 3.8494, -3.5994], [-3.5871, 3.2159, -2.6622], [-2.3277, 3.2298, -3.2795], [-1.2332, 2.7462, -2.6065], [-1.3395, 2.2133, -1.3114], [-0.2479, 1.7252, -0.7598], [-2.6218, 2.2020, -0.6863], [-2.8865, 1.6540, 0.5965], [-2.0307, 1.0767, 1.3845], [-2.4127, 0.4591, 2.5970], [-3.6609, -0.0149, 2.9091], [-3.9203, -0.5419, 4.1867], [-2.9519, -0.5655, 5.1492], [-1.6462, -0.1152, 4.8508], [-0.5894, -0.1008, 5.7867], [0.6394, 0.3581, 5.4040], [0.8446, 0.7599, 4.0798], [-0.1098, 0.7447, 3.1659], [-1.3713, 0.3481, 3.5511], [-3.7244, 2.7357, -1.3937], [-2.2232, 3.6298, -4.2792], [-0.2481, 2.7766, -3.0552], [-3.9027, 1.7686, 0.9723], [-4.4517, 0.0113, 2.1696], [-4.9087, -0.9175, 4.4142], [-3.1716, -0.9204, 6.1477], [-0.7678, -0.4444, 6.7981], [1.4601, 0.4041, 6.1054], [1.8164, 1.1033, 3.7560], [-4.6997, 2.7491, -0.9214], [-4.9642, -1.4083, -4.8495], [-3.9924, -1.3446, -3.9452], [-4.2698, -0.8002, -2.7043], [-3.2498, -0.7213, -1.7708], [-1.9747, -1.1766, -2.0884], [-1.7223, -1.7448, -3.3357], [-2.7376, -1.8293, -4.2736], [-0.3558, -1.1593, -0.7016], [1.2398, -0.9274, -2.0723], [2.4769, -1.5415, -1.8784], [3.4953, -1.3632, -2.8003], [3.2605, -0.5597, -3.9028], [4.2335, -0.3879, -4.7909], [2.0466, 0.0761, -4.1094], [1.0363, -0.1048, -3.1804], [-0.3311, -3.2280, -0.1942], [0.4406, -4.1209, -0.9313], [0.3480, -5.4781, -0.6648], [-0.4970, -5.9054, 0.3444], [-0.5709, -7.2052, 0.6108], [-1.2675, -5.0281, 1.0895], [-1.1768, -3.6739, 0.8189], [-5.2714, -0.4553, -2.4844], [-3.4628, -0.3114, -0.7942], [-0.7429, -2.1330, -3.5853], [-2.5670, -2.2634, -5.2495], [2.6543, -2.1747, -1.0179], [4.4582, -1.8417, -2.6785], [1.9075, 0.6906, -4.9890], [0.0823, 0.3852, -3.3306], [1.0930, -3.7788, -1.7235], [0.9184, -6.2019, -1.2310], [-1.9199, -5.4123, 1.8619], [-1.7770, -2.9756, 1.3913], [2.7755, 3.2300, -1.2082], [3.0531, 1.7842, -0.7989], [2.4223, 1.3820, 0.9966], [3.5735, 2.4862, 2.1274], [2.9767, 3.8454, 2.4858], [3.1157, -0.4135, 1.3496], [4.6179, -0.5723, 1.1333], [3.0293, 3.3726, -2.2587], [3.3705, 3.9353, -0.6279], [1.7215, 3.4801, -1.0782], [4.1223, 1.5720, -0.8279], [2.5515, 1.0967, -1.4757], [4.5049, 2.6013, 1.5724], [3.8037, 1.9213, 3.0328], [2.7565, 4.4381, 1.5986], [3.6819, 4.4107, 3.0942], [2.0540, 3.7359, 3.0596], [2.5596, -1.0953, 0.7074], [2.8499, -0.6557, 2.3812], [4.8858, -0.4062, 0.0894], [4.9319, -1.5807, 1.4032], [5.1888, 0.1240, 1.7476]],
  "forces_ev_per_angstrom": [[-0.296, -2.088, -0.813], [0.042, 0.010, 0.011], [-0.167, 0.073, -0.193], [0.017, -0.069, 0.173], [0.135, -0.037, -0.117], [-0.424, -0.187, 0.315], [0.350, 0.533, -0.456], [0.387, 0.376, -0.226], [-0.209, 0.248, 0.258], [-0.095, 0.287, -0.154], [0.053, -0.029, 0.328], [0.056, 0.059, -0.247], [-0.139, -0.054, 0.138], [-0.011, 0.030, 0.036], [0.097, 0.015, -0.177], [-0.003, 0.010, -0.011], [0.027, -0.066, 0.180], [-0.043, -0.006, -0.083], [0.031, 0.051, 0.235], [-0.028, 0.098, -0.032], [-0.079, -0.057, 0.173], [0.000, 0.012, 0.011], [-0.020, -0.002, -0.010], [-0.088, -0.196, -0.165], [-0.038, -0.019, 0.051], [-0.010, 0.044, -0.036], [0.014, -0.054, -0.025], [0.013, 0.017, -0.004], [0.024, 0.001, -0.041], [0.017, -0.004, 0.014], [0.013, -0.035, 0.006], [0.002, -0.014, -0.001], [0.075, 0.025, 0.030], [-0.072, 0.003, 0.049], [-0.002, -0.107, -0.047], [-0.008, 0.356, 0.454], [0.035, -0.009, 0.053], [-0.003, -0.034, -0.035], [0.549, 0.508, -0.123], [-0.137, -0.049, 0.336], [-0.098, -0.026, -0.100], [0.085, -0.054, 0.058], [-0.051, 0.034, 0.058], [0.004, -0.001, 0.001], [-0.009, 0.033, -0.024], [0.011, -0.039, 0.005], [0.088, 0.532, 0.417], [-0.071, 0.015, 0.004], [0.034, -0.015, -0.054], [0.020, 0.058, -0.014], [-0.018, -0.001, -0.014], [-0.047, 0.007, 0.063], [0.047, -0.061, -0.044], [0.007, 0.006, -0.014], [-0.027, -0.073, -0.036], [-0.014, 0.022, -0.039], [-0.015, -0.004, 0.011], [0.031, -0.042, -0.068], [-0.003, 0.009, -0.029], [0.013, 0.003, 0.011], [0.024, 0.000, -0.028], [-0.007, -0.042, -0.006], [0.000, -0.012, 0.026], [0.012, -0.007, -0.010], [0.002, -0.025, 0.028], [-0.022, -0.050, 0.076], [-0.057, 0.234, -0.004], [0.227, -0.354, -0.328], [-0.283, 0.200, 0.066], [0.027, -0.065, -0.012], [0.146, 0.104, 0.078], [-0.098, 0.012, -0.034], [0.017, 0.025, 0.009], [0.003, 0.015, -0.019], [0.004, 0.017, -0.025], [0.006, -0.039, 0.034], [0.006, -0.007, 0.054], [0.025, -0.040, -0.001], [0.033, -0.073, -0.042], [-0.033, 0.003, 0.009], [-0.027, 0.020, 0.009], [-0.013, 0.027, -0.010], [-0.071, 0.015, 0.099], [-0.058, -0.002, -0.007], [0.040, -0.005, 0.014], [0.019, 0.007, -0.008], [0.025, -0.008, -0.014]],
  "mulliken_charge": [1.25, -0.13, -0.47, -0.64, -0.48, 0.39, -0.05, 0.50, -0.35, 0.46, -0.03, -0.18, -1.26, -0.83, 0.68, -0.61, -1.20, 0.46, 0.01, 0.37, -1.07, 0.52, 0.53, 0.57, 0.54, 0.45, 0.45, 0.48, 0.45, 0.33, 0.55, -0.31, 0.10, -0.53, -0.60, 0.57, -0.39, -0.84, -0.01, 0.85, -0.50, -1.02, 0.13, -0.33, -0.82, -0.66, 0.73, -0.37, -0.69, 0.10, -0.30, -0.54, -0.94, 0.52, 0.67, 0.42, 0.50, 0.62, 0.54, 0.52, 0.67, 0.43, 0.50, 0.48, 0.41, -1.43, 0.47, 0.03, -0.74, -1.20, 0.43, -1.41, 0.40, 0.36, 0.26, 0.77, -0.61, 0.56, 0.66, 0.28, 0.42, 0.21, -0.67, 0.55, 0.29, 0.43, 0.35],
  "e_tot_ha": -7184.64978,
  "charge": 2
}

---

(2)
{
  "formula": "C3H6N2O3",
  "method": "ωB97M-V/def2-TZVPD",
  "elements": ["O", "C", "N", "C", "N", "C", "O", "O", "H", "H", "H", "H", "H", "H"],
  "positions_angstrom": [[-0.0432, -1.8164, 0.4644], [0.5068, -1.0215, -0.2752], [1.8528, -0.9575, -0.4339], [-0.3641, -0.0279, -1.0542], [-1.4699, 0.4296, -0.2709], [-0.7290, 1.2983, 1.0796], [0.4351, 1.6981, 0.8303], [-1.6704, 1.8924, 1.6559], [2.1959, -0.0550, -0.7113], [2.3851, -1.5664, 0.1652], [0.2349, 0.7835, -1.4537], [-0.8181, -0.5921, -1.8815], [-1.8472, -0.3089, 0.3300], [-0.6687, 0.2440, 1.5554]],
  "forces_ev_per_angstrom": [[-0.061, -0.045, 0.161], [0.225, -0.176, 0.237], [-1.009, 0.106, -0.381], [0.228, -0.821, -0.012], [1.039, 0.349, 1.503], [-0.203, 3.597, -0.531], [-0.272, -1.157, -0.036], [0.130, -0.974, 0.472], [0.467, -0.073, 0.055], [0.207, 0.182, 0.011], [-0.284, 0.229, 0.019], [0.087, -0.045, 0.002], [-0.319, -0.577, -0.963], [-0.236, -0.595, -0.537]],
  "mulliken_charge": [-0.61, 0.48, -0.43, -0.34, -0.35, 0.39, -0.52, -0.50, 0.25, 0.26, 0.37, 0.33, 0.31, 0.36],
  "e_tot_ha": -452.98706
}

---

(3)
{
  "formula": "C21H44Cl3CuO2P",
  "method": "ωB97M-V/def2-TZVPD",
  "elements": ["Cu", "C", "C", "C", "C", "P", "C", "C", "C", "C", "C", "C", "C", "C", "C", "C", "C", "C", "H", "H", "H", "H", "H", "H", "H", "H", "H", "H", "H", "H", "H", "H", "H", "H", "H", "H", "H", "H", "H", "H", "H", "H", "H", "H", "H", "H", "H", "H", "H", "H", "H", "H", "H", "H", "Cl", "O", "C", "O", "C", "C", "C", "H", "H", "H", "H", "H", "H", "C", "Cl", "Cl", "H", "H"],
  "positions_angstrom": [[3.6460, 2.8998, -0.5868], [-2.2146, 5.3158, 0.7508], [-1.5403, 4.0571, 1.2594], [-1.2743, 3.0381, 0.1239], [-0.9173, 1.6839, 0.7628], [-1.1089, 0.1876, -0.2716], [-0.6207, -1.3043, 0.7053], [-1.0405, -1.4828, 2.1866], [-0.0278, -2.2815, 3.0248], [-0.1673, -3.7755, 2.8113], [-2.8783, 0.0617, -0.6626], [-3.7973, -0.6169, 0.3794], [-4.0757, 0.1377, 1.6741], [-4.7421, 1.5196, 1.5582], [-0.1220, 0.2320, -1.7831], [-0.1558, -0.9814, -2.7338], [0.4813, -2.2953, -2.2703], [0.6788, -3.2829, -3.4022], [-2.7550, 5.8022, 1.5622], [-2.9870, 5.0553, 0.0254], [-1.4652, 5.9839, 0.3314], [-2.0560, 3.6413, 2.1286], [-0.5576, 4.2588, 1.7073], [-0.5189, 3.3641, -0.5870], [-2.2518, 2.9120, -0.3477], [-1.3849, 1.5017, 1.7331], [0.1374, 1.6182, 1.0758], [0.4700, -1.2509, 0.5995], [-0.8887, -2.2239, 0.1863], [-2.0283, -1.9266, 2.2664], [-1.0097, -0.4815, 2.6295], [-0.2128, -2.0109, 4.0687], [0.9906, -1.9006, 2.9020], [0.4860, -4.3444, 3.4758], [0.2604, -4.0448, 1.8363], [-1.1659, -4.2062, 2.8294], [-2.9232, -0.6825, -1.4669], [-3.2950, 0.9888, -1.0532], [-3.4843, -1.6367, 0.6025], [-4.7654, -0.7085, -0.1194], [-3.1983, 0.1339, 2.3329], [-4.7105, -0.4667, 2.3293], [-4.1314, 2.3451, 1.1775], [-5.0421, 1.8472, 2.5524], [-5.6054, 1.4915, 0.8926], [0.9233, 0.4469, -1.5413], [-0.4886, 1.1267, -2.2981], [0.4237, -0.7193, -3.6221], [-1.1987, -1.1216, -3.0235], [-0.1133, -2.8451, -1.5407], [1.4662, -2.0907, -1.8389], [1.0668, -4.2314, -3.0229], [1.3485, -2.8739, -4.1603], [-0.2523, -3.6437, -3.8459], [2.7956, 0.8325, 0.6940], [4.8858, 1.6342, -2.1291], [5.0350, 0.5142, -2.5747], [6.1760, 0.0472, -2.9872], [6.0759, -1.2080, -3.6327], [4.7511, -1.8090, -3.1153], [3.9809, -0.5972, -2.5849], [6.8651, -1.8652, -3.2685], [6.2013, -1.2280, -4.7133], [4.8998, -2.5930, -2.3689], [4.1512, -2.4164, -3.7966], [3.5951, -0.7662, -1.5772], [3.1199, -0.3476, -3.2062], [1.6371, 1.5273, 4.0383], [0.2610, 2.0638, 4.9555], [2.8674, 0.8529, 5.1410], [1.3963, 0.7678, 3.2922], [2.0997, 2.3702, 3.5302]],
  "forces_ev_per_angstrom": [[0.485, -1.627, -0.398], [-0.148, -0.169, 0.392], [1.285, -0.086, 0.036], [-1.282, -0.726, 1.531], [1.554, -0.661, -0.173], [-1.445, -0.771, 1.366], [0.214, -0.110, -0.072], [1.263, 1.315, -0.038], [-0.875, 0.094, 0.454], [1.502, -0.607, -0.682], [0.030, -1.263, -0.378], [-0.613, 0.736, 0.410], [0.190, 0.067, 0.881], [0.365, 0.000, -0.058], [0.417, 0.257, -0.170], [-0.222, -0.182, 0.162], [-0.256, -0.277, 0.199], [-0.063, -0.606, -0.196], [0.265, 0.262, -0.001], [0.161, 0.133, -0.233], [-0.315, 0.201, -0.194], [-0.454, -0.435, -0.486], [-0.017, 0.431, -0.073], [-0.098, 0.138, -0.091], [0.210, 0.046, -0.548], [-0.675, 0.002, -0.327], [0.146, 0.388, -0.212], [0.105, -0.135, 0.319], [-0.170, 0.267, -0.436], [-0.067, 0.172, 0.042], [-0.586, -0.046, 0.122], [-0.309, -0.248, 0.030], [0.083, -0.268, -0.508], [-0.296, 0.085, 0.322], [-0.246, 0.091, -0.155], [-0.164, 0.383, 0.303], [0.193, 0.356, -0.399], [0.131, 0.116, 0.105], [0.221, 0.036, -0.131], [0.062, -0.133, -0.155], [0.275, 0.577, -0.368], [-0.421, -0.181, -0.507], [0.390, -0.290, -0.094], [-0.263, -0.044, -0.060], [-0.181, -0.154, 0.202], [-0.065, 0.048, 0.360], [-0.012, -0.059, -0.166], [-0.329, 0.370, -0.123], [0.110, -0.244, -0.314], [0.011, 0.390, 0.276], [-0.060, 0.052, 0.241], [0.513, 0.258, 0.087], [-0.109, -0.224, -0.178], [-0.120, 0.642, -0.237], [0.393, 0.918, -0.467], [-0.263, 1.379, 0.832], [-1.221, -1.530, 0.653], [0.692, 1.388, -0.607], [-0.263, -2.715, 0.449], [-0.775, -0.685, -0.043], [0.168, -0.233, -0.245], [0.307, 0.489, 0.123], [-0.294, 0.951, -0.037], [0.480, 0.588, 0.500], [0.229, 0.626, -0.727], [0.142, 0.237, 0.108], [0.115, 0.257, -0.100], [1.057, 0.003, 0.151], [-0.552, 0.041, -0.236], [-0.101, -0.048, -0.423], [-0.317, -0.146, 0.228], [-0.118, 0.112, 0.160]],
  "mulliken_charge": [0.89, -1.40, -0.58, -0.88, -0.67, 1.04, -0.81, -0.33, -0.70, -1.39, -0.99, -1.08, -0.04, -1.37, -0.66, -0.90, 0.50, -1.68, 0.37, 0.34, 0.37, 0.43, 0.45, 0.48, 0.32, 0.44, 0.42, 0.50, 0.46, 0.45, -0.01, 0.46, 0.27, 0.40, 0.32, 0.35, 0.33, 0.70, 0.36, 0.55, -0.02, 0.48, 0.16, 0.42, 0.36, 0.14, 0.54, 0.46, 0.38, 0.10, 0.04, 0.42, 0.36, 0.40, -0.09, -0.55, 0.33, -0.31, -0.40, -0.64, 0.47, 0.31, 0.27, 0.31, 0.37, -0.10, 0.05, 0.68, -0.12, -0.13, -0.62, 0.20],
  "spin_multiplicity": 2,
  "e_tot_ha": -4338.79647,
  "charge": 2,
  "s_squared": 0.75
}